Molecular formula: C4H9OP
Method: DFT, ωB97M-V/def2-TZVPD

Its total energy is -574.32557 a.u. Its HOMO energy is -8.56 eV. As for the SMILES: C=POC(C)C. The value obtained for the LUMO energy is 0.745 eV. For the relative energy (zero: lowest compared OMol25 entry of this formula, charge and spin), the calculation gives 33.20 kcal per mole. The total charge is 0.

```
15
Properties=species:S:1:pos:R:3:forces:R:3:lowdin_charge:R:1
P -0.7023 1.0753 -1.6454 -0.967 -1.164 0.815 0.8648
O -0.6243 0.1531 -0.2604 0.859 -0.300 -0.320 -0.5255
C 0.1819 -1.1712 1.4784 0.579 1.439 1.230 -0.0670
C 0.6004 -0.7564 0.1064 -2.744 3.468 -0.520 -0.4060
C 1.7689 0.1948 -0.1059 -1.297 -0.972 7.078 -0.0800
C -2.3086 1.4630 -1.5423 0.667 -0.539 2.010 -0.3398
H -2.8474 1.3349 -0.5692 0.457 -0.231 -1.067 0.0183
H -2.8707 1.8200 -2.3414 -0.634 1.027 -1.259 -0.0543
H -0.5655 -1.9701 1.5393 -0.657 0.968 -0.405 0.0874
H -0.0006 -0.1705 2.0421 -0.215 -2.097 -0.605 0.1283
H 2.0066 0.3117 -1.0594 1.252 0.581 -4.030 -0.0014
H 0.4526 -1.5141 -0.5807 0.481 -1.780 -1.473 0.1014
H 1.3683 1.1453 0.3989 1.083 -1.065 -0.903 0.1116
H 0.9691 -1.6885 1.9754 1.277 -0.081 0.505 0.0594
H 2.5715 -0.2273 0.5642 -0.143 0.746 -1.057 0.1029
```
Positions in Å, forces in eV/Å.


Molecular formula: C27H55CsF3LiN3O5
Method: DFT, ωB97M-V/def2-TZVPD

Its total energy is -1928.91313 a.u. Its HOMO energy is -4.51 eV. The value obtained for the LUMO energy is -0.471 eV. For the relative energy (zero: lowest compared OMol25 entry of this formula, charge and spin), the calculation gives 0.00 kcal per mole. The total charge is -1.

```
95
Properties=species:S:1:pos:R:3:forces:R:3:lowdin_charge:R:1
Cs 6.4542 2.7522 3.0841 7.875 14.322 -1.817 1.7029
F 1.6492 -6.4163 0.4525 -1.781 1.225 0.121 -0.7897
F 7.7402 -0.8949 -1.3495 0.300 0.392 -0.109 -0.7757
F -3.4547 2.5894 4.9432 0.179 -0.440 0.991 -0.6248
O -5.3540 5.0648 -3.5609 -0.025 0.350 -0.269 0.2562
O -2.7067 2.7492 2.5968 0.306 0.215 -0.748 -0.1516
O -3.0003 3.8235 0.7515 -0.109 -0.051 0.157 0.0504
O -7.4531 1.5870 -2.2616 0.105 0.439 -0.479 -0.2499
O -1.8610 1.1858 6.4141 -0.089 -0.346 0.604 -0.1164
N 0.8916 3.2025 1.8890 0.130 0.237 -0.091 0.1843
N -0.2857 -1.3213 2.5354 0.079 0.055 -0.335 0.1584
N -3.5853 3.2510 1.5878 0.180 0.105 -0.127 0.0221
C 2.1552 1.9137 4.7175 0.306 -0.541 0.049 -0.2044
C 4.3429 1.7540 3.3909 -2.118 -1.545 0.709 -0.5034
C -2.1645 1.5223 2.1741 -0.109 -0.702 0.166 -0.2068
C -0.8301 -3.2819 -2.3521 -0.092 -0.225 -0.645 -0.2071
C 5.6258 -0.4159 1.0318 0.499 0.955 0.771 -0.2086
C 5.5071 0.6214 3.4208 -1.295 -2.949 -0.415 -0.4610
C 4.7285 -2.7186 0.5157 0.410 0.963 -0.037 -0.1893
C 0.3569 2.6878 2.7645 -0.115 -0.498 0.019 -0.2019
C 2.4825 -3.3208 -0.6216 0.825 0.745 -0.210 -0.2217
C 5.2352 -0.5983 2.5251 0.288 0.166 -0.533 -0.1972
C 1.6996 -2.9159 -1.8600 -0.737 -0.889 0.086 -0.2002
C -2.7235 -2.4637 -4.9676 0.333 0.008 -0.023 -0.2062
C -3.4669 -1.1563 -4.6353 0.345 -0.493 0.400 -0.2084
C -0.8272 -2.0617 -3.2836 -0.383 0.150 -0.257 -0.1997
C 2.9275 1.1932 3.6074 0.151 -0.008 0.076 -0.2023
C -2.7060 0.1328 -4.9660 -0.649 0.624 -0.496 -0.2415
C 3.4909 -2.2260 -0.2374 0.007 -0.285 -0.169 -0.2091
C -6.1692 2.6696 -0.5678 0.388 0.519 -0.042 -0.1416
C 5.8973 -1.7175 0.3084 -1.288 -0.564 0.100 -0.2392
C -1.2115 -2.4158 -4.7293 0.128 -0.006 0.061 -0.2193
C -6.8873 2.7207 -1.9343 -0.229 -0.462 0.901 -0.6397
C -1.3292 0.9390 3.3326 -0.249 0.642 -0.781 -0.2339
C -0.7177 -0.2933 2.8139 -0.152 -0.219 0.823 -0.1813
C -0.2939 1.9507 3.8601 0.070 0.128 0.475 -0.2274
C 0.7358 1.3611 4.8757 0.140 0.712 0.090 -0.1374
C -3.6026 1.1938 -5.6576 -0.046 -0.172 0.341 -0.1064
C 0.5414 -3.9342 -2.1513 0.289 0.485 1.183 -0.1874
Li -0.0756 -5.0444 0.5539 1.782 -1.150 -0.019 0.7719
H 5.9836 -1.4807 -0.7487 0.476 -0.100 -0.025 0.0703
H 1.8237 -3.5122 0.2287 -0.058 -0.230 0.014 0.0869
H 6.8546 -2.1463 0.5952 0.033 0.094 0.094 0.1062
H 6.5465 0.1958 0.9841 -0.039 -0.220 -0.168 0.1002
H 6.4801 1.1114 3.0807 -2.297 -8.584 0.788 -0.2490
H -4.4421 -1.1813 -5.1211 0.024 0.082 -0.104 0.1003
H 0.3846 1.6188 5.8717 -0.218 -0.043 -0.074 0.0984
H -2.3211 0.5925 -4.0564 0.205 -0.216 0.031 0.1002
H -1.5536 -1.3471 -2.8900 0.065 0.108 -0.085 0.0969
H 5.6804 0.2715 4.4598 -0.304 0.432 -0.259 0.1317
H -0.7696 -3.3868 -4.9773 -0.057 -0.031 -0.026 0.1114
H -3.6869 2.0694 -5.0117 0.025 0.209 -0.176 0.0351
H -1.5339 1.6028 1.2779 -0.061 0.287 0.017 0.1170
H 5.8582 -1.4081 2.9116 -0.154 -0.119 0.070 0.1231
H -5.1391 4.4716 -4.3249 -0.173 -0.264 0.376 0.1673
H -1.4783 -4.0283 -2.8269 -0.142 -0.003 0.198 0.1030
H -2.0210 0.7447 4.1568 0.158 -0.129 0.123 0.1336
H -5.6926 3.6420 -0.3557 -0.018 -0.051 0.039 0.0347
H 3.0539 -4.2136 -0.8541 -0.211 -0.425 0.274 0.1141
H 1.3147 -1.9040 -1.7071 -0.092 -0.076 -0.115 0.1049
H -2.7075 1.6793 6.2361 0.114 0.453 -1.062 0.0064
H -2.9659 0.8030 1.9625 -0.021 0.083 -0.051 0.1351
H -3.1230 -3.2681 -4.3442 -0.216 -0.030 -0.141 0.1026
H -5.7525 5.9195 -3.8352 0.010 0.099 -0.051 0.1695
H -4.6198 0.8252 -5.7887 0.006 -0.005 -0.086 0.0634
H 2.9405 0.1406 3.8937 0.175 -0.032 -0.119 0.1153
H -0.8993 2.6924 4.3948 -0.157 -0.098 -0.028 0.1491
H 2.3677 -2.9067 -2.7219 0.079 0.252 0.042 0.1193
H 0.1254 -1.5327 -3.3030 0.044 -0.172 0.203 0.1006
H -0.7498 -1.7121 -5.4249 -0.011 0.021 0.055 0.0923
H 0.7797 0.2705 4.8570 -0.118 -0.009 -0.289 0.1150
H -3.6886 -1.1799 -3.5667 -0.074 0.175 0.015 0.1083
H -1.3265 -3.0200 -1.4135 0.298 0.047 0.163 0.1047
H -2.1211 0.3748 6.8608 0.000 0.041 0.047 0.0256
H -4.5908 5.1791 -2.9521 -0.020 -0.280 0.212 0.1717
H 0.7798 -4.6303 -2.9555 0.076 0.219 -0.142 0.1149
H 5.0598 -3.6881 0.1466 -0.212 -0.145 0.094 0.1137
H -1.8580 -0.0319 -5.6282 0.040 -0.236 0.121 0.0906
H 2.6967 1.6873 5.6439 -0.039 0.172 0.074 0.1167
H 2.9873 -1.4345 0.3313 -0.019 0.000 -0.061 0.1084
H 4.1920 -0.9087 2.5587 0.025 -0.086 0.352 0.0952
H -2.8988 -2.7348 -6.0126 -0.026 -0.057 0.017 0.1063
H 2.1757 3.0000 4.5981 -0.133 -0.006 -0.100 0.1160
H -6.0368 3.0911 -2.6491 0.178 -0.250 -0.331 0.0409
H -6.8667 2.4584 0.2424 -0.091 -0.078 -0.091 0.0660
H 0.5135 -4.5998 -1.2562 0.011 0.090 -0.634 0.0395
H 4.8700 0.1797 0.5067 -0.138 -0.116 0.029 0.1141
H 4.3315 2.3257 2.4182 -0.644 -0.951 0.854 0.0496
H 4.5857 2.5094 4.1962 -1.570 -1.040 -0.362 0.0078
H 2.4152 1.2577 2.6502 -0.155 -0.117 0.043 0.1013
H -5.3855 1.9098 -0.5618 -0.084 -0.078 -0.055 0.0555
H -7.5593 3.6287 -1.8776 -0.047 -0.056 -0.242 0.0741
H -3.2087 1.4779 -6.6336 -0.044 0.147 0.049 0.0612
H 4.4990 -2.7660 1.5835 -0.018 -0.617 -0.024 0.0903
H 3.8475 -1.7644 -1.1645 -0.030 0.048 -0.013 0.1169
```
Positions in Å, forces in eV/Å.


Question: Which of these has the highest LUMO?
Answer: C4H9OP